Density functional theory data (ωB97M-V/def2-TZVPD) for a cluster of 2 separate species, C8H13BrINO2 in total in a non-equilibrium geometry.

The geometry in XYZ format:
```
26
Properties=species:S:1:pos:R:3
H 2.67817 -0.41575 4.32303
C 2.09314 1.49413 2.10206
O -0.22746 0.28353 1.82313
C -2.77619 0.14743 -2.04244
C -2.48584 -0.27702 -3.47256
H -2.88303 1.26485 -1.92745
C 2.00270 0.27723 2.57915
H 2.99285 -1.43108 2.88762
H 1.23725 1.89363 1.44485
H -2.26147 -0.01162 0.04559
C -0.49968 0.13194 -1.23873
H 0.44238 -1.57795 -1.39770
N 0.70978 -0.38414 2.26969
C 0.63102 -0.53764 -1.35554
C 3.02191 -0.46252 3.36040
H -3.36141 0.08994 -4.21923
H -2.41429 -1.43365 -3.68431
I 2.51134 0.42193 -1.24826
H -0.55031 1.13425 -1.18861
H -1.55729 0.23114 -3.73906
C -1.82961 -0.37563 -0.92344
H -3.74469 -0.06336 -1.87632
H 4.07075 -0.08149 3.31907
O 0.66484 -1.57169 2.54879
H -1.99453 -1.40630 -0.94168
Br 3.52968 2.65983 2.55195
```

Its structure (SMILES) is C/C(=C\Br)[N+](=O)[O-].CCC/C=C/I. The LUMO energy is -0.6 eV. For the highest occupied orbital energy, the calculation gives -8.9 eV. As for the energy above the lowest of the compared OMol25 structures with the same formula, charge and spin: 2.4 kcal/mol. The max |F| is 3.962 eV Å⁻¹. The molar mass is 362.00 g/mol.

Let us look at the Mulliken charges, expressed in e, one per atom: 0.33 -0.38 -0.58 -0.78 -0.99 0.33 0.43 0.34 0.38 0.19 -0.52 0.48 1.09 -0.53 -1.30 0.29 0.23 0.00 0.51 0.30 -0.46 0.54 0.43 -0.60 0.41 -0.14